*w*
# C7H14O3

An isolated molecule of C7H14O3 (the ωB97M-V functional and the def2-TZVPD basis, the OMol25 dataset).

Each atom is followed by the atoms it is bonded to, with distances in Å.
Element x y z (Å)
1 O 0.657 -1.682 -0.143  C4 1.447, C9 1.436
2 O 1.191 0.377 0.843  C7 1.436, C9 1.442
3 O -1.064 -0.140 0.513  C8 1.445, C9 1.450
4 C 0.447 -2.607 0.950  O1 1.447, H11 1.116, H12 1.124, H13 1.116
5 C 0.252 1.956 -1.332  C10 1.568, H14 1.086, H15 1.088, H16 1.098
6 C -0.698 -0.156 -2.445  C10 1.557, H17 1.089, H18 1.096, H19 1.113
7 C 0.497 0.631 2.073  O2 1.436, C8 1.528, H20 1.079, H21 1.084
8 C -0.991 0.639 1.727  O3 1.445, C7 1.528, H22 1.067, H23 1.118
9 C 0.270 -0.303 -0.034  O1 1.436, O2 1.442, O3 1.450, C10 1.566
10 C 0.351 0.394 -1.434  C5 1.568, C6 1.557, C9 1.566, H24 1.126
11 H 0.753 -3.647 0.683  C4 1.116
12 H 1.109 -2.323 1.814  C4 1.124
13 H -0.617 -2.654 1.282  C4 1.116
14 H -0.707 2.269 -0.930  C5 1.086
15 H 0.358 2.389 -2.325  C5 1.088
16 H 1.077 2.298 -0.693  C5 1.098
17 H -1.702 0.022 -2.062  C6 1.089
18 H -0.532 -1.232 -2.568  C6 1.096
19 H -0.554 0.277 -3.460  C6 1.113
20 H 0.744 1.599 2.481  C7 1.079
21 H 0.695 -0.120 2.830  C7 1.084
22 H -1.289 1.649 1.560  C8 1.067
23 H -1.623 0.171 2.523  C8 1.118
24 H 1.376 0.194 -1.855  C10 1.126

As for the SMILES: COC1(C(C)C)OCCO1. As for the orbital gap: 10.887 eV. Its LUMO energy is 0.8784 eV.



*x*
# C7H14O3

A cluster of 2 separate species, C7H14O3 in total (the ωB97M-V functional and the def2-TZVPD basis, the OMol25 dataset).

Each atom is followed by the atoms it is bonded to, with distances in Å.
Element x y z (Å)
1 C -1.937 0.308 -0.726  C2 1.487, C4 1.358, H5 1.083
2 C -2.322 1.716 -0.442  C1 1.487, H7 1.092, H8 1.094, H9 1.089
3 C 0.762 0.968 0.807  H10 1.087, H11 1.086, H12 1.081, C17 1.671
4 C -2.160 -0.728 0.122  C1 1.358, H13 1.087, H14 1.087
5 H -1.573 0.104 -1.726  C1 1.083
6 H -0.607 -1.300 0.633  O20 1.123
7 H -1.560 2.415 -0.794  C2 1.092
8 H -3.250 1.942 -0.975  C2 1.094
9 H -2.506 1.880 0.619  C2 1.089
10 H 1.364 1.142 1.694  C3 1.087
11 H -0.266 1.036 1.150  C3 1.086
12 H 0.960 1.809 0.157  C3 1.081
13 H -2.629 -0.537 1.083  C4 1.087
14 H -2.308 -1.723 -0.291  C4 1.087
15 C 2.717 -0.748 0.811  C17 1.528, H22 1.087, H23 1.088, H24 1.086
16 C 1.309 -0.476 -1.240  C17 1.546, O18 1.337, O19 1.199
17 C 1.291 -0.535 0.305  C3 1.671, C15 1.528, C16 1.546, O20 1.376
18 O 0.755 -1.558 -1.796  C16 1.337, H21 0.981
19 O 1.800 0.407 -1.886  C16 1.199
20 O 0.481 -1.557 0.744  H6 1.123, C17 1.376
21 H 0.500 -2.150 -1.056  O18 0.981
22 H 3.063 -1.733 0.510  C15 1.087
23 H 2.736 -0.690 1.897  C15 1.088
24 H 3.381 0.008 0.401  C15 1.086

As for the SMILES: CC(C)(O)C(=O)O.C=CC. As for the orbital gap: 10.138 eV. Its LUMO energy is 0.5308 eV.



Energetically preferred structure: *w* | next structure: +0.243 eV



*w*
# CH3BrO2P

A cluster of 2 separate species, CH3BrO2P in total (the ωB97M-V functional and the def2-TZVPD basis, the OMol25 dataset).

Each atom is followed by the atoms it is bonded to, with distances in Å.
Element x y z (Å)
1 C 0.736 -0.248 0.410  P4 1.795, H6 1.257, H7 1.081, H8 1.092
2 O -1.256 -1.396 -1.232  P4 1.449
3 O -0.155 0.743 -2.101  P4 1.504
4 P -0.259 -0.356 -1.079  C1 1.795, O2 1.449, O3 1.504
5 Br -1.479 1.693 1.942  no bonds
6 H -0.084 0.368 1.137  C1 1.257
7 H 0.952 -1.224 0.820  C1 1.081
8 H 1.545 0.420 0.103  C1 1.092

As for the orbital gap: 8.071 eV. Its net charge is -1. Its LUMO energy is 3.5800 eV.



*x*
# CH3BrO2P

A cluster of 2 separate species, CH3BrO2P in total (the ωB97M-V functional and the def2-TZVPD basis, the OMol25 dataset).

Each atom is followed by the atoms it is bonded to, with distances in Å.
Element x y z (Å)
1 C 0.690 -0.254 -0.037  P4 1.830, H6 1.030, H7 1.169, H8 1.082
2 O -2.067 -0.059 -0.523  P4 1.441
3 O -0.461 1.050 -2.182  P4 1.455
4 P -0.756 0.140 -1.086  C1 1.830, O2 1.441, O3 1.455
5 Br -0.063 0.097 3.206  no bonds
6 H 1.477 0.395 -0.182  C1 1.030
7 H 0.181 -0.090 1.002  C1 1.169
8 H 0.999 -1.278 -0.198  C1 1.082

As for the orbital gap: 7.142 eV. Its net charge is -1. Its LUMO energy is 3.0234 eV.



Energetically preferred structure: *w* | next structure: +0.113 eV